(1)
14
Properties=species:S:1:pos:R:3:forces:R:3:nbo_charge:R:1 method="wB97M-V/def2-TZVPD" homo_ev="-10.46 / -10.38" homo_lumo_gap_ev="10.50 / 7.36" multiplicity=2 lumo_energy_ha="0.00126 / -0.11075"
C -0.1049 -1.8228 -0.0873 -1.5014 0.4955 1.7633 -0.37
C -1.0349 -0.8933 0.2126 0.5403 -2.0162 -1.7107 0.09
O -0.6218 0.3549 0.6090 -0.0861 -0.7190 0.4232 -0.75
C -1.4837 1.3081 1.2427 -2.9938 0.9297 1.6588 0.95
O -2.5822 0.9818 1.6071 1.0347 -0.0859 -0.5714 -0.59
O -0.8301 2.3916 1.2970 2.1873 -1.1780 -1.2213 -0.80
H 0.8862 -1.7567 0.3666 -0.3208 -0.1548 -0.5315 0.23
H -2.0914 -0.9551 -0.0476 0.3319 0.2175 0.1810 0.23
H -0.4416 -2.7312 -0.5851 0.2710 0.2147 0.2449 0.24
O 1.4012 -0.6702 -1.4514 0.6846 0.9457 -0.5363 -0.43
O 2.7745 0.7769 -2.1267 -0.8490 -0.3427 0.9560 -0.42
O 1.6839 1.1901 -0.2314 2.3232 1.0791 -0.0838 -1.01
C 1.9447 0.4634 -1.2363 1.5126 -1.3690 -2.8610 0.93
Be 0.5000 1.3625 0.4310 -3.1346 1.9834 2.2890 1.72


(2)
8
Properties=species:S:1:pos:R:3:forces:R:3:nbo_charge:R:1 method="wB97M-V/def2-TZVPD" homo_ev="-8.73 / -9.77" relative_energy_kcal_mol=54.5 homo_lumo_gap_ev="9.73 / 6.07" multiplicity=3 lumo_energy_ha="0.03675 / -0.13573"
C 0.2050 -0.6550 2.4740 -0.1187 0.1453 -0.2524 -0.41
C -0.5113 -0.7777 1.5125 -0.7614 -0.2125 -0.4356 0.16
C -0.7807 0.2819 -0.8414 0.8157 -0.0315 -0.6925 -0.07
C 0.3646 0.2793 -1.4120 -1.0327 0.8513 -0.4851 -0.35
Br 0.5811 1.3432 -3.0572 0.0232 0.0884 -0.0638 -0.02
H 0.6160 -0.9670 3.3634 0.9443 -0.2336 1.4976 0.23
H -1.7821 0.6240 -0.8556 -0.5672 0.0973 -0.0344 0.21
H 1.3075 -0.1287 -1.1838 0.6969 -0.7047 0.4663 0.24


(3)
11
Properties=species:S:1:pos:R:3:forces:R:3:nbo_charge:R:1 method="wB97M-V/def2-TZVPD" homo_ev="-7.71 / -7.23" relative_energy_kcal_mol=60.9 homo_lumo_gap_ev="7.40 / 5.95" multiplicity=1 lumo_energy_ha="-0.01125 / -0.04688"
C 0.9850 -0.9683 0.1650 -2.0078 2.6471 1.0236 -0.06
C -0.0589 -0.0751 0.0238 3.8418 -0.5842 2.4446 -0.05
C 0.8782 -2.5844 -1.6375 -0.3382 0.8252 1.3835 0.25
C -1.1366 -0.7918 -2.0190 0.7323 -3.3503 -2.2433 0.01
N 0.9122 -2.1013 -0.5039 0.9488 -3.1049 -2.3575 -0.49
N -1.0303 -0.1709 -0.9003 0.3322 -1.1410 -0.5904 -0.60
S -2.0676 -1.1110 -3.2655 0.2490 0.6654 0.5213 0.06
Br 0.3657 -4.4129 -2.0656 0.0574 0.3877 0.1512 0.03
H 1.7088 -0.8468 0.9801 -0.2947 -0.1358 -0.5044 0.23
H -0.1258 0.7248 0.7718 -0.2179 -0.2330 -0.7120 0.22
H -1.6055 0.5571 -0.9703 -3.3030 4.0238 0.8833 0.39


(4)
10
Properties=species:S:1:pos:R:3:forces:R:3:nbo_charge:R:1 method="wB97M-V/def2-TZVPD" homo_ev=-7.28 relative_energy_kcal_mol=20.5 homo_lumo_gap_ev=7.73 multiplicity=1 lumo_energy_ha=0.01664
C 1.2719 0.3965 -0.3389 -0.0415 -0.4465 0.3973 -0.32
C 1.1398 -0.6112 0.5886 1.1171 0.6360 -0.4436 -0.01
C 0.0440 0.8353 -0.7845 -4.6541 -4.0707 3.3677 -0.31
C -0.9844 -0.2384 0.1254 4.4499 4.7018 -3.8893 0.62
O -0.1505 -0.9424 0.8443 -1.2316 -0.1596 0.0707 -0.41
O -2.3011 -0.2954 0.1936 0.1640 -0.4014 0.3355 -0.64
Br -0.5513 2.0586 -2.0354 0.0959 -0.0220 0.0280 0.13
H 2.2122 0.8007 -0.6637 0.2087 -0.0257 0.0051 0.24
H 1.8881 -1.1334 1.1457 -0.0413 -0.1933 0.1278 0.21
H -2.5686 -0.8704 0.9250 -0.0671 -0.0185 0.0008 0.50